Formula: C51H56FN13O4RuSe
Source: the OMol25 dataset
Level of theory: the ωB97M-V functional and the def2-TZVPD basis

Calculated values
net charge = +3
orbital gap (alpha / beta) = 4.6516 / 5.3161 eV
E = -151980.91467 eV
highest occupied orbital energy (alpha / beta) = -13.908 / -13.908 eV
spin multiplicity = 2
molecular weight = 1114.1 g mol⁻¹
energy relative to the best compared isomer or geometry (same formula, charge and spin) = 77.8 kcal per mole
LUMO level (alpha / beta) = -9.257 / -8.592 eV

XYZ file:
```
127
Properties=species:S:1:pos:R:3:forces:R:3
Ru -0.077 0.170 0.548 0.4 -2.5 -2.1
C 4.890 -1.969 1.986 0.7 -0.4 0.5
N 3.987 -1.243 1.134 -1.3 -0.1 -0.4
C 2.667 -1.392 0.989 0.3 -0.2 0.2
N 2.191 -0.403 0.243 -1.7 0.6 0.7
C 3.289 0.335 -0.056 0.2 0.1 0.2
N 4.375 -0.152 0.481 0.8 0.7 -0.5
C 4.557 -1.783 3.451 -0.1 -0.2 0.1
C 4.994 -2.718 4.386 0.0 0.1 -0.2
C 4.756 -2.536 5.739 0.0 0.1 -0.1
C 4.072 -1.422 6.183 -0.1 0.2 -0.2
C 3.605 -0.495 5.250 0.4 -0.3 -0.5
C 3.855 -0.674 3.889 -0.1 0.0 0.3
C 2.883 0.669 5.692 -0.4 0.7 1.2
N 2.654 1.034 6.925 1.3 -2.3 -0.4
N 2.000 2.170 6.901 -1.4 2.3 -0.5
C 1.822 2.513 5.653 0.4 -0.7 1.2
O 2.356 1.575 4.830 0.1 0.1 -0.4
C 1.167 3.695 5.161 -0.2 0.5 -0.6
C 0.574 4.586 6.060 0.2 -0.2 -0.3
C -0.091 5.690 5.568 0.1 0.0 -0.1
C -0.153 5.921 4.201 0.1 -0.1 -0.2
C 0.473 5.061 3.300 -0.2 0.1 0.1
C 0.477 5.391 1.820 0.3 0.8 0.6
N 0.151 4.254 0.997 0.9 -1.2 -0.7
C 0.922 3.231 0.616 0.0 0.5 0.4
N 0.182 2.348 -0.050 -0.3 -1.9 0.8
C -1.062 2.904 -0.053 -0.3 0.5 0.2
N -1.095 4.046 0.577 -1.1 0.1 -0.3
C 1.128 3.943 3.787 0.0 0.0 0.4
H 5.892 -1.574 1.787 -0.2 -0.1 -0.1
H 4.887 -3.031 1.724 0.0 0.1 -0.1
H 2.092 -2.193 1.412 -0.1 -0.1 0.1
H 3.280 1.213 -0.671 0.0 0.1 -0.1
H 5.541 -3.586 4.053 0.1 -0.2 -0.1
H 5.118 -3.262 6.448 0.1 -0.1 0.1
H 3.890 -1.252 7.231 0.0 0.0 0.2
H 3.505 0.083 3.200 0.0 0.0 -0.1
H 0.642 4.390 7.117 0.0 0.0 0.2
H -0.565 6.379 6.247 -0.1 0.1 0.1
H -0.686 6.783 3.834 -0.1 0.2 -0.1
H 1.466 5.764 1.535 -0.2 -0.1 -0.1
H -0.264 6.164 1.608 0.2 -0.1 -0.1
H 1.981 3.157 0.779 0.1 0.0 0.2
H -1.910 2.466 -0.553 -0.1 -0.1 0.1
H 1.628 3.248 3.126 0.0 0.0 0.0
C -4.525 -6.473 1.046 0.1 0.0 -0.2
C -4.095 -6.007 -0.343 -0.5 -0.5 0.3
N -3.044 -5.000 -0.276 0.0 0.4 -0.1
C -3.372 -3.698 -0.295 0.1 -0.1 0.0
C -2.476 -2.666 -0.215 0.7 0.8 0.0
C -3.023 -1.241 -0.132 -0.6 -1.9 0.1
O -4.230 -1.093 -0.164 0.1 0.2 -0.2
O -2.167 -0.318 0.042 2.0 2.7 0.6
C -1.074 -2.934 -0.167 -1.7 -0.9 0.1
O -0.152 -2.096 -0.078 1.3 1.8 0.9
C -0.742 -4.355 -0.134 0.1 0.1 -0.1
C 0.600 -4.713 0.011 -0.1 -0.3 0.1
C 0.967 -6.011 0.211 0.0 0.4 -0.1
F 2.282 -6.251 0.407 -0.1 -0.1 -0.1
C 0.018 -7.057 0.224 -0.3 0.5 0.1
C -1.317 -6.692 0.053 0.1 -0.1 -0.1
C -1.723 -5.365 -0.136 0.7 0.3 0.0
N 0.348 -8.382 0.454 0.1 -0.4 0.3
C -0.333 -9.454 -0.242 0.0 -0.2 -0.1
C -0.643 -10.589 0.746 -0.6 0.2 -0.7
N 0.469 -10.690 1.738 0.0 -0.2 0.5
C 1.754 -10.271 1.125 0.7 0.3 -0.3
C 1.702 -8.766 0.839 0.3 0.1 0.0
H -5.204 -7.316 0.960 -0.1 -0.1 0.0
H -5.043 -5.673 1.565 -0.1 0.1 0.1
H -3.674 -6.779 1.649 0.1 0.0 0.1
H -4.959 -5.578 -0.852 0.2 0.0 -0.1
H -3.737 -6.846 -0.944 -0.1 0.2 -0.1
H -4.425 -3.456 -0.368 0.0 0.0 0.0
H 1.342 -3.934 -0.050 0.2 0.0 0.1
H -2.058 -7.471 0.087 -0.1 0.0 0.1
H 0.297 -9.824 -1.060 -0.1 0.0 0.0
H -1.257 -9.106 -0.695 0.0 -0.1 0.0
H -0.725 -11.531 0.202 0.1 0.0 0.2
H -1.577 -10.410 1.284 0.2 -0.1 0.0
H 0.532 -11.646 2.107 0.0 0.2 0.0
H 0.276 -10.064 2.529 0.0 -0.2 -0.1
H 1.896 -10.854 0.213 -0.1 0.0 0.1
H 2.584 -10.490 1.799 -0.2 -0.1 0.0
H 2.440 -8.546 0.058 0.0 -0.1 0.1
H 1.989 -8.206 1.736 0.0 -0.1 -0.1
C 0.931 -2.458 5.731 -0.3 0.0 0.0
C -0.519 -2.923 5.722 0.2 -0.2 -0.2
C -0.891 -3.769 4.504 -0.2 0.4 0.1
C -0.930 -3.022 3.166 0.5 -0.7 0.2
N -1.933 -1.986 3.089 -0.2 0.7 -0.1
C -1.702 -0.664 2.950 -0.3 0.0 0.5
Se -0.003 0.146 3.056 0.0 0.1 -1.8
N -2.859 -0.009 2.786 0.5 -0.6 0.2
C -3.039 1.420 2.697 -0.2 1.0 0.1
C -3.757 1.964 3.938 0.1 -0.3 0.2
C -3.086 1.588 5.262 0.0 0.2 -0.1
C -1.773 2.318 5.507 -0.1 -0.3 -0.1
C -3.886 -0.927 2.796 0.1 -0.7 0.2
C -5.255 -0.788 2.599 -0.1 -0.1 0.1
C -6.021 -1.928 2.710 0.0 0.4 -0.1
C -5.441 -3.174 2.965 0.3 -0.2 0.0
C -4.075 -3.333 3.088 -0.1 -0.1 0.0
C -3.298 -2.186 3.007 -0.5 0.5 0.0
H 1.165 -2.012 6.693 0.1 0.1 0.1
H 1.115 -1.706 4.962 0.1 -0.1 0.0
H 1.608 -3.295 5.572 0.1 -0.1 0.0
H -1.178 -2.054 5.790 -0.2 0.0 0.1
H -0.694 -3.536 6.608 -0.1 0.1 0.0
H -1.868 -4.216 4.688 0.0 -0.2 -0.1
H -0.162 -4.576 4.390 -0.1 -0.1 0.0
H -1.143 -3.739 2.365 0.1 0.2 0.1
H 0.038 -2.550 2.965 -0.2 -0.1 0.0
H -3.621 1.630 1.796 0.1 -0.1 0.0
H -2.052 1.888 2.590 -0.3 -0.2 0.0
H -4.780 1.589 3.954 -0.1 0.1 -0.1
H -3.805 3.050 3.843 -0.1 0.0 0.0
H -2.915 0.507 5.306 -0.1 -0.1 0.1
H -3.776 1.838 6.068 0.0 -0.1 0.0
H -0.994 1.983 4.817 0.0 0.2 0.1
H -1.423 2.133 6.519 0.1 0.0 0.1
H -1.906 3.389 5.386 0.1 0.2 0.0
H -5.700 0.157 2.340 -0.1 0.2 0.0
H -7.090 -1.858 2.584 -0.1 0.0 0.0
H -6.077 -4.039 3.059 -0.1 -0.1 0.0
H -3.630 -4.299 3.254 0.0 -0.2 0.1
```
Positions in Å, forces in eV/Å.

---

Formula: C5H6N2O
Source: the OMol25 dataset
Level of theory: the ωB97M-V functional and the def2-TZVPD basis

Calculated values
net charge = 0
orbital gap = 8.6616 eV
E = -10304.81611 eV
highest occupied orbital energy = -7.764 eV
molecular weight = 110.1 g mol⁻¹
energy relative to the best compared isomer or geometry (same formula, charge and spin) = 110.4 kcal per mole
LUMO level = 0.897 eV
SMILES = c1noc2c1NCC2

XYZ file:
```
14
Properties=species:S:1:pos:R:3:forces:R:3
C -0.943 0.977 1.196 0.5 5.3 1.7
N 0.005 1.939 0.938 0.1 -1.1 -0.5
O 0.896 1.418 -0.114 -2.1 1.8 2.1
C 0.395 0.275 -0.455 -2.3 1.9 3.1
C -0.754 -0.085 0.340 1.8 -0.5 -2.0
N -1.095 -1.437 0.061 0.9 3.7 -2.0
C 0.124 -1.812 -0.635 1.1 -5.0 -3.3
C 1.161 -0.698 -1.123 -4.8 -2.2 -3.6
H -1.637 1.611 2.070 1.6 -3.0 -2.7
H -1.546 -1.945 0.752 -0.1 -1.4 1.3
H -0.026 -2.418 -1.611 -0.8 0.9 1.5
H 0.631 -2.568 -0.098 0.8 -0.7 1.2
H 1.014 -0.736 -2.315 0.9 0.6 2.6
H 2.130 -0.754 -0.796 2.4 -0.4 0.7
```
Positions in Å, forces in eV/Å.

---

Formula: C40H37CsN8SSi
Source: the OMol25 dataset
Level of theory: the ωB97M-V functional and the def2-TZVPD basis

Calculated values
net charge = -2
orbital gap = 5.3508 eV
E = -73265.72945 eV
highest occupied orbital energy = -1.475 eV
molecular weight = 822.8 g mol⁻¹
energy relative to the best compared isomer or geometry (same formula, charge and spin) = 21.3 kcal per mole
LUMO level = 3.876 eV

XYZ file:
```
88
Properties=species:S:1:pos:R:3:forces:R:3
Cs -0.132 -0.794 0.753 0.0 0.1 -0.3
N -4.841 -0.921 0.820 0.0 0.0 -0.3
C -3.725 -0.358 1.417 0.0 0.0 0.7
S -3.123 -1.095 2.812 0.4 -0.4 0.5
N -3.391 0.812 0.956 -1.1 0.8 -1.4
N -2.239 1.399 1.108 0.9 0.3 0.6
C -2.176 2.704 1.092 -0.9 -0.8 -0.1
C -3.397 3.529 1.016 -0.3 0.0 -0.2
C -3.522 4.538 0.061 0.1 -0.2 0.1
C -4.701 5.246 -0.066 -0.1 0.2 -0.1
C -5.780 4.956 0.755 -0.1 0.1 0.0
C -5.678 3.934 1.684 -0.1 0.1 0.1
C -4.501 3.223 1.812 0.2 0.0 0.1
C -0.876 3.339 1.088 0.7 0.6 0.2
C -0.735 4.717 1.357 -0.2 -0.3 0.0
C 0.522 5.278 1.389 0.3 -0.1 0.0
C 1.627 4.471 1.150 -0.1 0.1 0.0
C 1.396 3.128 0.886 0.4 0.3 0.1
N 0.202 2.580 0.862 -0.4 -0.4 -0.1
H -4.940 -1.906 1.010 0.0 0.1 0.0
H -4.999 -0.639 -0.138 0.1 0.0 0.1
H -2.685 4.741 -0.593 0.0 0.1 -0.1
H -4.787 6.022 -0.816 0.0 0.0 0.0
H -6.697 5.525 0.673 -0.1 0.0 -0.1
H -6.521 3.684 2.315 -0.1 0.0 0.0
H -4.420 2.422 2.531 0.0 0.0 0.0
H -1.603 5.327 1.554 -0.1 0.0 0.0
H 0.645 6.333 1.604 0.0 0.0 0.0
H 2.628 4.872 1.169 0.1 0.0 0.0
H 2.215 2.448 0.689 0.2 0.0 0.0
C 0.925 0.900 5.266 0.1 -0.1 0.3
C 0.976 0.813 3.868 0.0 0.0 -0.2
N 1.419 -0.239 3.227 0.0 0.6 -0.2
C 1.836 -1.308 3.913 0.1 -0.3 0.8
C 1.832 -1.327 5.342 0.0 0.1 -0.4
C 1.361 -0.171 5.999 -0.1 0.2 -0.1
C 2.242 -2.475 6.038 0.1 -0.4 0.3
C 2.571 -3.608 5.326 0.0 0.2 0.4
C 2.581 -3.618 3.944 0.0 0.0 -0.4
C 2.273 -2.477 3.179 0.2 -0.7 0.1
N 2.244 -2.468 1.850 -0.6 0.7 -0.3
C 2.975 -3.249 1.054 0.5 -0.2 0.3
C 4.279 -3.687 1.351 -0.3 0.3 0.3
C 5.007 -4.482 0.482 0.1 -0.4 -0.5
C 4.496 -4.874 -0.737 0.4 -0.1 0.1
C 3.245 -4.381 -1.142 -0.3 0.3 0.2
C 2.725 -4.598 -2.436 -0.2 0.1 0.0
C 1.523 -4.045 -2.788 0.3 -0.2 -0.1
C 0.832 -3.282 -1.834 -0.1 0.1 0.1
N 1.282 -3.069 -0.623 -0.4 0.1 -0.2
C 2.468 -3.573 -0.260 0.6 -0.5 -0.2
H 0.528 1.788 5.739 0.0 0.0 0.0
H 0.632 1.633 3.250 -0.1 0.1 0.0
H 1.321 -0.161 7.084 0.0 0.0 0.0
H 2.265 -2.468 7.122 -0.1 0.0 0.0
H 2.830 -4.517 5.856 0.0 0.0 0.0
H 2.812 -4.530 3.409 0.1 0.0 0.0
H 4.720 -3.364 2.287 0.0 -0.1 0.0
H 6.006 -4.798 0.766 0.0 0.0 0.0
H 5.048 -5.526 -1.405 0.1 0.1 0.0
H 3.321 -5.159 -3.149 -0.1 -0.1 0.0
H 1.114 -4.165 -3.781 0.0 0.0 0.0
H -0.105 -2.803 -2.087 -0.1 0.0 -0.1
C 1.273 2.167 -4.717 -0.2 -0.5 0.3
Si 1.347 0.488 -3.755 0.7 0.4 -0.1
C 2.700 0.774 -2.441 -0.3 -0.1 -0.5
C 2.144 -0.730 -5.038 -0.4 0.1 0.4
N -0.038 0.047 -2.920 0.6 0.1 0.0
C -1.244 -0.358 -3.313 0.1 0.0 0.1
C -2.221 -0.710 -2.344 -0.1 0.0 0.2
C -3.462 -1.178 -2.704 -0.2 -0.1 0.1
C -3.826 -1.307 -4.039 -0.3 -0.1 -0.2
C -2.899 -0.958 -5.012 -0.2 -0.1 -0.2
C -1.650 -0.503 -4.664 0.1 0.1 -0.2
H 2.228 2.474 -5.140 0.2 -0.1 0.0
H 0.959 2.940 -4.020 -0.1 0.2 0.2
H 0.546 2.151 -5.525 -0.2 -0.1 -0.2
H 3.656 1.052 -2.880 0.2 0.0 -0.1
H 2.854 -0.122 -1.849 0.0 -0.3 0.2
H 2.401 1.570 -1.767 -0.1 0.2 0.2
H 2.838 -0.241 -5.720 0.1 0.2 0.0
H 1.386 -1.222 -5.642 -0.2 -0.1 -0.1
H 2.690 -1.514 -4.518 0.1 -0.2 0.1
H -1.955 -0.593 -1.299 -0.2 0.0 -0.2
H -4.177 -1.471 -1.941 0.1 0.1 0.0
H -4.810 -1.668 -4.315 0.0 0.0 0.0
H -3.163 -1.061 -6.062 0.0 0.0 0.0
H -0.930 -0.251 -5.430 0.1 0.1 -0.2
```
Positions in Å, forces in eV/Å.

---

Formula: C12H36N6O6
Source: the OMol25 dataset
Level of theory: the ωB97M-V functional and the def2-TZVPD basis

Calculated values
net charge = 0
orbital gap = 9.0974 eV
E = -34256.70249 eV
highest occupied orbital energy = -9.002 eV
molecular weight = 360.5 g mol⁻¹
energy relative to the best compared isomer or geometry (same formula, charge and spin) = 2.7 kcal per mole
LUMO level = 0.095 eV
SMILES = NC(N)=O.NC(N)=O.NC(N)=O.CC(C)O.CC(C)O.CC(C)O

XYZ file:
```
60
Properties=species:S:1:pos:R:3:forces:R:3
N -4.270 -0.724 -3.315 0.1 0.0 -0.2
C -3.247 -0.436 -2.464 -0.2 -0.5 0.2
N -3.589 0.324 -1.369 -0.2 0.3 -0.1
O -2.123 -0.874 -2.638 0.1 0.2 0.0
H -5.196 -0.348 -3.235 0.0 0.0 0.1
H -4.060 -1.366 -4.058 0.0 0.1 -0.1
H -4.569 0.510 -1.238 0.1 0.0 0.2
H -3.065 0.148 -0.528 0.1 0.1 -0.1
N -1.749 -3.432 -0.786 0.2 0.3 0.1
C -0.969 -4.566 -0.812 -0.6 0.5 0.4
N 0.365 -4.310 -0.762 -0.1 -0.6 -0.1
O -1.459 -5.684 -0.785 0.1 -0.1 -0.1
H -1.334 -2.527 -0.936 -0.1 -0.1 -0.1
H -2.745 -3.516 -0.834 0.0 -0.2 -0.2
H 0.887 -5.162 -0.861 0.4 0.2 -0.1
H 0.745 -3.400 -1.006 0.2 -0.2 0.0
N -0.285 -0.193 -0.460 0.1 -0.3 0.2
C 0.900 -0.831 -0.320 0.7 0.0 0.3
N 1.599 -0.469 0.803 0.1 -0.2 0.0
O 1.382 -1.638 -1.110 -0.3 0.3 -0.3
H -0.809 -0.272 -1.323 -0.1 -0.2 0.1
H -0.615 0.266 0.374 -0.2 0.5 -0.4
H 2.483 -0.926 0.928 -0.1 -0.1 0.1
H 1.174 0.005 1.582 0.0 0.2 -0.1
C -1.201 2.228 -4.420 0.2 -0.1 -0.3
C -0.319 2.399 -3.194 0.8 -0.3 -0.5
C 1.058 1.713 -3.302 -1.0 0.2 0.2
O -0.008 3.791 -2.999 -0.8 -0.3 0.5
H -1.294 1.178 -4.704 0.0 0.0 0.2
H -0.750 2.749 -5.268 -0.1 0.1 0.0
H -2.207 2.619 -4.252 0.0 0.1 0.0
H -0.847 1.937 -2.352 0.0 0.4 0.3
H 1.769 2.411 -3.738 0.0 -0.1 -0.3
H 0.940 0.809 -3.897 0.4 -0.1 0.1
H 1.391 1.484 -2.291 0.2 -0.2 -0.1
H -0.836 4.204 -2.728 0.1 0.3 0.0
C 4.066 1.226 2.397 -0.1 0.6 -0.2
C 5.052 0.468 3.249 0.6 -0.2 -0.2
C 4.823 -1.032 3.196 -0.9 -0.3 0.1
O 6.359 0.762 2.722 -0.2 0.2 0.2
H 3.984 0.787 1.404 -0.1 0.0 0.0
H 4.393 2.259 2.257 0.2 -0.1 0.1
H 3.077 1.316 2.851 0.0 -0.4 0.0
H 4.976 0.831 4.280 0.1 -0.1 0.0
H 4.757 -1.393 2.167 0.1 0.2 -0.1
H 3.858 -1.263 3.667 0.1 0.0 0.0
H 5.567 -1.650 3.698 0.2 0.3 0.1
H 7.002 0.409 3.343 0.1 0.0 -0.1
C -2.919 1.718 2.946 0.1 -0.1 -0.2
C -1.693 0.807 2.986 -0.4 0.1 -0.1
C -2.029 -0.594 2.531 0.4 -0.4 0.0
O -0.673 1.347 2.116 -0.2 -0.2 0.5
H -3.185 1.899 1.901 0.1 0.1 0.0
H -2.700 2.668 3.435 -0.1 0.1 -0.1
H -3.794 1.262 3.409 0.1 0.0 0.2
H -1.297 0.784 4.005 0.0 -0.1 0.0
H -1.176 -1.275 2.594 0.1 0.2 0.0
H -2.339 -0.618 1.484 -0.2 0.1 0.1
H -2.810 -1.021 3.158 -0.1 0.1 -0.1
H -0.447 2.199 2.503 0.2 0.1 -0.3
```
Positions in Å, forces in eV/Å.

---

Among the records above, which one has the highest molecular weight?
C51H56FN13O4RuSe